#P
ORCA calculation (ωB97M-V/def2-TZVPD) on a 2-piece molecular cluster, CH7NO overall.

The geometry in XYZ format:
```
10
Properties=species:S:1:pos:R:3:lowdin_charge:R:1
C -0.227 -0.418 -1.419 -0.257
H -0.932 -1.248 -1.063 0.085
H 0.806 -0.819 -1.442 0.073
H -0.518 -0.225 -2.471 0.074
H 0.010 0.515 0.224 -0.001
H 1.142 0.564 2.320 0.067
H -0.291 -0.225 2.218 0.058
H 1.121 -0.890 1.783 0.036
N 0.573 -0.053 1.702 0.035
O -0.498 0.651 -0.622 -0.170
```

Values from the calculation:
**M**: 49.07 Da
**SMILES**: CO.N

#Q
ORCA calculation (ωB97M-V/def2-TZVPD) on a 2-piece molecular cluster, CH7NO overall.

The geometry in XYZ format:
```
10
Properties=species:S:1:pos:R:3:lowdin_charge:R:1
C -1.107 -0.651 0.005 -0.163
H -0.708 1.090 -0.929 0.065
H -0.846 1.319 0.718 0.058
H -0.876 -1.143 1.031 0.096
H -2.191 -0.530 -0.286 0.070
H -0.541 -1.292 -0.726 0.072
H 1.495 0.426 -0.091 -0.012
H 3.010 0.316 0.353 0.098
N -0.458 0.731 -0.006 -0.102
O 2.222 -0.266 -0.068 -0.182
```

Values from the calculation:
**M**: 49.07 Da
**SMILES**: CN.O

Tell me which of them is the least stable. Sure, it is #Q.

#P
ORCA calculation (ωB97M-V/def2-TZVPD) on one molecule with the formula C14H18N2O3.

The geometry in XYZ format:
```
37
Properties=species:S:1:pos:R:3:lowdin_charge:R:1
C 0.165 2.000 -0.334 -0.369
C -0.738 0.829 -0.738 -0.313
C 1.231 1.458 0.667 -0.111
C 2.319 0.407 0.166 -0.164
C 3.325 -0.089 0.990 -0.103
C 2.466 0.088 -1.228 -0.072
C 4.471 -0.829 0.587 -0.110
C 3.465 -0.687 -1.474 -0.189
C 4.472 -1.367 -0.754 -0.085
C -1.694 -1.111 -0.061 -0.302
C -3.034 -0.651 -0.647 -0.462
C -1.867 -1.932 1.220 -0.046
C -1.576 -0.814 2.391 -0.120
C -0.699 0.165 1.638 -0.195
H -0.293 3.727 0.879 0.166
H -1.346 3.189 -0.838 0.212
H 0.639 2.368 -1.217 0.124
H 1.772 2.423 0.870 0.138
H 0.817 1.098 1.552 0.019
H 3.255 0.001 2.195 0.151
H 1.622 0.299 -1.945 0.137
H 5.319 -1.047 1.494 0.155
H 3.401 -1.451 -2.419 0.152
H 5.353 -2.064 -1.041 0.131
H -1.221 -1.737 -0.681 0.122
H -1.051 -2.707 1.190 0.125
H -3.096 -2.145 1.148 0.178
H -2.624 -0.373 2.733 0.138
H -1.162 -1.174 3.389 0.115
H 0.314 -0.322 1.617 0.134
H -0.761 1.185 2.082 0.145
H -4.593 -1.093 -1.404 0.142
N -0.827 2.887 0.237 0.003
N -0.971 -0.024 0.253 -0.039
O -1.258 0.313 -1.831 -0.007
O -3.496 0.487 -0.206 0.015
O -3.696 -1.428 -1.411 0.186
```

Values from the calculation:
**M**: 262.31 Da
**SMILES**: N[C@@H](Cc1ccccc1)C(=O)N1CCC[C@H]1C(=O)O

#Q
ORCA calculation (ωB97M-V/def2-TZVPD) on one molecule with the formula C14H18N2O3.

The geometry in XYZ format:
```
37
Properties=species:S:1:pos:R:3:lowdin_charge:R:1
C -3.127 -1.019 -1.257 -0.079
C -2.647 0.444 -1.236 -0.262
H -3.463 1.157 -1.634 0.137
C -2.449 0.828 0.189 -0.191
N -1.134 0.355 0.475 0.046
C -0.899 -0.586 1.505 -0.254
O -1.701 -1.451 2.065 0.012
C 0.636 -0.387 1.676 -0.330
C 1.022 0.845 0.946 -0.168
C 2.340 1.386 0.924 0.096
C 2.347 2.759 0.145 0.039
C 1.198 3.146 -0.653 0.005
C 0.082 2.255 -0.559 -0.021
C -0.017 1.406 0.394 -0.175
H -0.803 2.813 -1.107 0.167
H 1.334 3.892 -1.050 -0.040
H 3.394 2.895 0.078 0.066
H 3.118 0.990 1.545 0.105
O 0.895 -0.119 3.128 -0.076
H 0.216 -0.846 3.747 0.235
C 1.385 -1.679 1.262 -0.160
C 1.535 -1.612 0.031 -0.432
N 2.815 -1.305 -0.465 -0.010
O 2.955 -1.367 -1.731 -0.127
H 3.954 -1.034 -2.245 0.254
C 0.592 -2.020 -1.037 -0.005
H -0.294 -2.691 -0.479 0.152
H 0.188 -0.973 -1.545 0.153
H 0.775 -2.749 -1.702 0.017
H 0.899 -2.592 1.744 0.177
H 2.407 -1.544 1.811 0.181
H -2.673 1.913 0.219 0.129
H -3.150 0.373 0.914 0.139
H -1.944 0.532 -1.870 0.018
H -4.159 -1.270 -0.838 0.096
H -2.382 -1.441 -0.835 -0.057
H -3.247 -1.307 -2.555 0.162
```

Values from the calculation:
**M**: 262.31 Da
**SMILES**: CCCN1C(=O)[C@@](O)(C/C(C)=N/O)c2ccccc21

Tell me which of them is the least stable. Sure, it is #Q.

#P
ORCA calculation (ωB97M-V/def2-TZVPD) on a 4-piece molecular cluster, C4H17NO3 overall.

The geometry in XYZ format:
```
25
Properties=species:S:1:pos:R:3:lowdin_charge:R:1
C 3.183 1.471 -0.386 -0.102
C 2.499 0.281 0.255 -0.235
N 1.278 -0.281 -0.405 -0.257
C 0.055 -0.136 0.384 -0.131
C 1.019 0.264 -1.732 -0.128
H 3.944 1.133 -1.075 0.068
H 2.500 2.158 -0.880 0.065
H 3.689 2.115 0.346 0.075
H 2.194 0.496 1.277 0.098
H 3.165 -0.546 0.361 0.095
H -0.347 0.875 0.408 0.077
H 0.256 -0.461 1.400 0.082
H -0.637 -0.848 -0.073 0.070
H 0.462 1.221 -1.699 0.077
H 1.905 0.452 -2.326 0.077
H 0.321 -0.422 -2.217 0.081
H -4.593 2.095 0.140 0.039
H -3.175 2.198 -0.392 0.037
O -3.674 2.114 0.427 -0.054
H -2.206 0.401 2.055 0.008
H -3.413 -0.521 1.829 0.033
O -2.568 -0.456 2.289 -0.064
H -0.531 -4.191 -0.969 0.031
H -0.219 -2.909 -0.124 0.018
O -0.370 -3.248 -1.009 -0.058
```

Values from the calculation:
**M**: 127.18 Da
**SMILES**: CCN(C)C.O.O.O

#Q
ORCA calculation (ωB97M-V/def2-TZVPD) on a 5-piece molecular cluster, C4H17NO3 overall.

The geometry in XYZ format:
```
25
Properties=species:S:1:pos:R:3:lowdin_charge:R:1
C 0.171 0.896 2.037 -0.087
C 0.127 1.096 0.545 -0.228
C -1.281 0.855 -0.108 -0.150
N -1.252 0.179 -1.413 0.071
C -1.549 -1.185 -1.332 -0.060
H -0.388 -0.061 2.056 0.036
H -0.447 1.531 2.698 0.083
H 1.150 0.826 2.496 0.085
H 0.789 0.368 0.071 0.069
H 0.651 1.970 0.151 0.110
H -1.758 1.802 -0.351 0.136
H -1.844 0.253 0.616 0.093
H -0.276 0.388 -1.794 0.094
H -2.580 -1.302 -0.961 0.113
H -1.082 -1.718 -0.407 0.129
H -1.670 -1.674 -2.304 0.113
H 3.878 0.826 -0.488 0.022
H 1.049 -2.246 0.669 0.031
O 3.019 1.209 -0.290 -0.117
H 2.523 0.842 -1.085 -0.023
H 1.699 0.713 -3.138 -0.033
O 1.365 0.611 -2.246 -0.292
H -2.031 -2.190 1.735 0.000
H 1.032 -2.351 1.402 0.043
O -1.294 -1.639 1.440 -0.239
```

Values from the calculation:
**M**: 127.18 Da

Tell me which of them is the least stable. Sure, it is #Q.

#P
ORCA calculation (ωB97M-V/def2-TZVPD) on a 2-piece molecular cluster, C2HClN2O overall.

The geometry in XYZ format:
```
7
Properties=species:S:1:pos:R:3:lowdin_charge:R:1
C 0.030 0.981 0.989 -0.353
C 0.143 0.638 -0.330 -0.571
N 0.109 1.273 2.096 0.168
N -1.231 -1.532 -0.526 0.103
O -0.352 -2.272 -0.464 -0.074
Cl 1.431 -0.390 -0.746 0.714
H -0.130 1.302 -1.019 0.015
```

Values from the calculation:
**M**: 104.50 Da

#Q
ORCA calculation (ωB97M-V/def2-TZVPD) on C2HClN2O as an isolated structure.

The geometry in XYZ format:
```
7
Properties=species:S:1:pos:R:3:lowdin_charge:R:1
C 1.565 0.380 1.136 -0.368
C -0.382 0.106 -0.219 -0.308
N 2.494 0.827 1.649 0.143
N 0.578 -0.205 0.558 0.141
O -1.306 -0.379 -0.926 -0.225
Cl -2.418 -1.939 -1.832 0.414
H -0.530 1.210 -0.367 0.203
```

Values from the calculation:
**M**: 104.50 Da

Tell me which of them is the least stable. Sure, it is #Q.